## a
ORCA calculation (wB97M-V/def2-TZVPD) on 16 unconnected molecules or ions with the total composition C2H35O16.

Calculated values
* HOMO: -6.0 eV
* Kohn-Sham gap: 8.231 eV
* spin multiplicity: 1
* E_LUMO: 2.2 eV
* total charge: -1

Geometry (Å):
O (-2.215, 2.964, 2.190)
O (-0.741, -0.653, -3.411)
O (2.390, -1.500, 3.194)
O (-3.148, -1.603, 1.933)
O (-2.783, 1.182, -2.552)
O (-3.466, 1.537, 0.217)
O (2.735, -0.202, -2.253)
O (4.696, -0.776, 1.150)
O (-0.575, -0.556, 3.377)
O (2.993, 2.690, -1.781)
O (-0.132, -2.521, 0.762)
O (-2.784, -1.447, -1.161)
O (-0.055, -2.906, -2.008)
O (-0.417, 3.768, -0.366)
O (2.520, -1.875, 0.125)
O (-1.330, -0.031, 0.614)
C (0.934, 0.975, 0.787)
C (-0.292, 0.556, -0.093)
H (3.806, -1.007, 0.954)
H (0.841, 1.883, 1.504)
H (2.410, -0.668, -1.501)
H (1.620, -1.991, 0.478)
H (0.007, 4.007, -1.153)
H (-0.046, 2.914, -0.342)
H (1.774, 1.273, 0.152)
H (0.693, -3.539, -2.002)
H (-2.749, 2.487, 1.594)
H (2.931, 3.475, -1.241)
H (-0.040, -2.767, -0.179)
H (-2.563, -2.003, 1.298)
H (-0.213, -1.248, -2.850)
H (3.043, -2.703, 0.284)
H (-0.036, -0.131, -0.905)
H (-1.933, 0.858, -2.731)
H (-0.534, -1.670, 0.730)
H (-1.363, -0.143, 3.735)
H (-2.806, 1.743, -1.775)
H (2.894, -0.796, 2.832)
H (-0.851, -3.363, -1.708)
H (5.019, -1.474, 1.745)
H (1.491, -1.189, 3.336)
H (-2.744, 1.019, 0.458)
H (-1.403, 2.919, 1.659)
H (-2.769, -0.749, 2.041)
H (-0.678, -0.452, 2.427)
H (1.132, 0.055, 1.332)
H (-2.362, -1.031, -0.418)
H (2.897, 0.639, -1.866)
H (2.181, 2.674, -2.332)
H (-4.200, 0.959, 0.391)
H (-2.863, -0.736, -1.767)
H (-0.629, 1.385, -0.734)
H (-0.289, -0.233, -4.169)

=====

## b
ORCA calculation (wB97M-V/def2-TZVPD) on 16 unconnected molecules or ions with the total composition C2H35O16.

Calculated values
* HOMO: -6.1 eV
* Kohn-Sham gap: 8.155 eV
* spin multiplicity: 1
* E_LUMO: 2.1 eV
* total charge: -1

Geometry (Å):
O (-10.321, -2.196, -9.163)
O (-13.713, -8.437, -10.917)
O (-11.977, -3.681, -15.110)
O (-8.906, -2.718, -11.520)
O (-11.395, -6.535, -14.526)
O (-15.935, -3.824, -9.746)
O (-11.046, -4.405, -10.670)
O (-13.591, -2.037, -13.516)
O (-14.039, -0.887, -9.020)
O (-11.543, -6.963, -9.770)
O (-13.392, -3.468, -8.713)
O (-12.713, -8.629, -13.641)
O (-9.733, -4.916, -8.290)
O (-9.838, -6.117, -12.223)
O (-12.717, -0.519, -11.462)
O (-15.326, -6.709, -9.482)
C (-12.078, -3.976, -11.513)
C (-13.044, -5.096, -11.492)
H (-13.330, -0.619, -10.734)
H (-16.352, -3.865, -8.847)
H (-9.084, -2.654, -10.577)
H (-12.902, -8.109, -10.512)
H (-14.780, -7.106, -10.174)
H (-13.763, -1.278, -14.101)
H (-12.165, -6.935, -9.026)
H (-14.000, -9.173, -10.344)
H (-9.700, -3.182, -11.724)
H (-12.704, -3.427, -14.578)
H (-14.779, -0.952, -8.453)
H (-16.033, -4.698, -10.060)
H (-14.265, -3.545, -9.077)
H (-10.176, -4.685, -9.095)
H (-11.659, -5.667, -14.898)
H (-10.270, -5.532, -11.566)
H (-10.905, -6.430, -13.745)
H (-13.052, -1.039, -12.202)
H (-13.881, -4.791, -12.149)
H (-13.333, -8.224, -13.084)
H (-10.739, -2.740, -9.816)
H (-14.696, -6.342, -8.874)
H (-11.552, -6.125, -10.198)
H (-13.772, -1.780, -9.095)
H (-13.609, -5.363, -10.600)
H (-10.147, -5.637, -7.839)
H (-12.568, -5.984, -12.033)
H (-10.244, -1.346, -9.595)
H (-11.229, -3.827, -14.556)
H (-12.321, -7.872, -14.119)
H (-14.302, -1.918, -12.898)
H (-11.688, -3.791, -12.462)
H (-12.840, -3.787, -9.461)
H (-12.438, -3.050, -10.996)
H (-9.491, -5.527, -12.855)

=====

What should be chosen as the most stable of them? Choose a.

=====

## a
ORCA calculation (wB97M-V/def2-TZVPD) on C5H6OS in the gas phase.

Calculated values
* HOMO: -9.2 eV
* Kohn-Sham gap: 9.740 eV
* spin multiplicity: 1
* E_LUMO: 0.5 eV
* SMILES: O=C1CC[C@H]2S[C@H]12

Geometry (Å):
S (2.015, -0.385, -0.019)
O (-1.801, -1.633, -0.210)
C (0.603, 0.631, -0.466)
C (0.295, -0.469, 0.512)
C (-1.639, 0.816, 0.080)
C (-0.342, 1.737, 0.025)
C (-1.147, -0.680, 0.091)
H (-0.438, 2.569, -0.670)
H (-0.084, 2.148, 1.004)
H (0.229, -0.038, 1.543)
H (-2.214, 1.033, 0.953)
H (0.331, 0.343, -1.489)
H (-2.274, 0.957, -0.818)

=====

## b
ORCA calculation (wB97M-V/def2-TZVPD) on C5H6OS in the gas phase.

Calculated values
* HOMO: -9.1 eV
* Kohn-Sham gap: 7.697 eV
* spin multiplicity: 1
* E_LUMO: -1.4 eV
* SMILES: S=C/C=C/[C@@H]1CO1

Geometry (Å):
S (-0.542, 3.158, 0.987)
O (0.910, -2.971, -0.069)
C (-0.769, 1.507, 0.762)
C (0.161, 0.542, 0.165)
C (0.476, -3.018, -1.506)
C (-0.356, -0.589, -0.467)
C (0.597, -1.716, -0.922)
H (1.643, -1.125, -0.921)
H (1.422, -3.419, -2.090)
H (-1.755, 1.041, 1.035)
H (-1.316, -0.793, -0.186)
H (-0.497, -3.754, -1.588)
H (1.238, 0.928, 0.312)

=====

What should be chosen as the most stable of them? Choose a.

=====

## a
ORCA calculation (wB97M-V/def2-TZVPD) on C5H6OS in the gas phase.

Calculated values
* HOMO: -7.9 eV
* Kohn-Sham gap: 8.763 eV
* spin multiplicity: 1
* E_LUMO: 0.8 eV
* SMILES: C1=COC=CSC1

Geometry (Å):
S (0.717, -0.073, 1.735)
O (0.424, -0.299, -1.568)
C (-0.786, 1.253, -0.110)
C (1.216, -1.266, 0.552)
C (-0.879, 0.539, 1.181)
C (0.992, -1.257, -0.752)
C (-0.284, 0.820, -1.268)
H (-1.327, 1.172, 1.924)
H (1.845, -2.057, 0.944)
H (1.333, -2.082, -1.402)
H (-1.503, -0.350, 1.087)
H (-1.286, 2.214, -0.138)
H (-0.463, 1.386, -2.184)

=====

## b
ORCA calculation (wB97M-V/def2-TZVPD) on a molecular structure, C5H6OS.

Calculated values
* HOMO: -9.2 eV
* Kohn-Sham gap: 10.073 eV
* spin multiplicity: 1
* E_LUMO: 0.8 eV

Geometry (Å):
S (0.082, -0.558, -2.258)
O (-0.767, 1.201, 0.961)
C (-1.031, -0.177, 0.496)
C (1.134, 0.033, 0.763)
C (0.379, 1.097, 0.007)
C (0.203, -0.895, 1.051)
C (-0.588, 0.343, -0.861)
H (0.411, -1.844, 1.588)
H (2.188, -0.087, 0.764)
H (0.785, 2.015, -0.405)
H (-1.369, 0.974, -1.315)
H (-2.068, -0.526, 0.675)
H (0.642, -1.576, -1.465)

=====

What should be chosen as the most stable of them? Choose a.

=====

## a
ORCA calculation (wB97M-V/def2-TZVPD) on a gas-phase ion, C4H6NO3 (charge -1).

Calculated values
* HOMO: -4.3 eV
* Kohn-Sham gap: 8.300 eV
* spin multiplicity: 1
* E_LUMO: 4.0 eV
* SMILES: C[C@@H](C=O)NC(=O)[O-]
* total charge: -1

Geometry (Å):
O (2.219, 1.303, -0.889)
O (0.229, -1.505, 0.992)
O (-0.828, -2.794, -0.632)
N (-0.323, -0.693, -0.933)
C (-0.730, 0.932, 0.987)
C (-0.355, -1.790, -0.069)
C (1.515, 0.592, -0.231)
C (-0.039, 0.628, -0.396)
H (-0.017, 1.459, 1.615)
H (-0.030, 1.313, -1.243)
H (-1.062, -0.086, 1.511)
H (-0.847, -0.507, -1.843)
H (2.029, -0.163, 0.363)
H (-1.761, 1.310, 0.768)

=====

## b
ORCA calculation (wB97M-V/def2-TZVPD) on a gas-phase ion, C4H6NO3 (charge -1).

Calculated values
* HOMO: -4.1 eV
* Kohn-Sham gap: 7.819 eV
* spin multiplicity: 1
* E_LUMO: 3.7 eV
* SMILES: O=CCCNC(=O)[O-]
* total charge: -1

Geometry (Å):
O (1.019, -1.103, -1.201)
O (-0.465, 0.576, 3.407)
O (0.396, -0.239, -3.146)
N (-0.747, 0.384, -1.193)
C (0.177, 0.124, 2.495)
C (0.214, 0.656, 1.074)
C (0.290, -0.378, -1.914)
C (-0.894, 0.015, 0.189)
H (1.158, 0.466, 0.572)
H (0.906, -0.712, 2.730)
H (-0.738, -1.072, 0.256)
H (-1.875, 0.187, 0.609)
H (-1.371, 1.075, -1.562)
H (0.108, 1.759, 1.127)

=====

## c
ORCA calculation (wB97M-V/def2-TZVPD) on 2 unconnected molecules or ions with the total composition C4H6NO3.

Calculated values
* HOMO: -4.0 eV
* Kohn-Sham gap: 6.246 eV
* spin multiplicity: 1
* E_LUMO: 2.3 eV
* total charge: -1

Geometry (Å):
O (-0.865, -2.175, 1.068)
O (-0.475, 2.268, -2.098)
O (1.623, 1.472, -1.788)
N (0.096, -0.650, 2.600)
C (-0.023, 0.764, -0.201)
C (0.050, -1.479, 1.559)
C (0.389, 1.478, -1.691)
C (-0.282, -0.046, -1.344)
H (1.029, -1.537, 1.051)
H (0.779, 0.460, 0.459)
H (-0.773, 1.347, 0.312)
H (0.388, -0.733, -1.832)
H (-1.353, -0.202, -1.391)
H (-0.583, -0.967, 3.296)

=====

## d
ORCA calculation (wB97M-V/def2-TZVPD) on a gas-phase ion, C4H6NO3 (charge -1).

Calculated values
* HOMO: -4.2 eV
* Kohn-Sham gap: 7.745 eV
* spin multiplicity: 1
* E_LUMO: 3.6 eV
* SMILES: NC(=O)CCC(=O)[O-]
* total charge: -1

Geometry (Å):
O (-2.056, -0.629, 1.745)
O (0.768, 0.927, -2.886)
O (0.886, -1.298, -2.531)
N (-0.377, 0.850, 1.904)
C (0.683, 0.150, -0.642)
C (-0.358, -0.724, 0.046)
C (-1.021, -0.175, 1.279)
C (0.791, -0.100, -2.176)
H (0.558, 1.135, 1.678)
H (1.675, 0.195, -0.181)
H (0.047, -1.705, 0.303)
H (-1.117, -1.031, -0.677)
H (-0.813, 1.232, 2.724)
H (0.334, 1.175, -0.586)

=====

What should be chosen as the most stable of them? Choose d.

=====

## a
ORCA calculation (wB97M-V/def2-TZVPD) on a molecular structure, C4H10N3O.

Calculated values
* HOMO: -14.3 eV
* Kohn-Sham gap: 11.064 eV
* spin multiplicity: 1
* E_LUMO: -3.3 eV
* total charge: +1

Geometry (Å):
O (2.644, 0.463, -0.602)
N (0.277, 0.358, 0.550)
N (0.417, 1.766, 0.420)
N (1.975, -1.538, 0.488)
C (1.952, -0.296, -0.010)
C (-0.591, -0.021, -0.560)
C (-1.495, -1.145, -0.123)
C (-2.070, 0.195, -0.288)
H (2.806, -1.997, 0.514)
H (-0.276, 2.239, -0.160)
H (1.056, -1.826, 0.764)
H (-2.416, 0.746, 0.579)
H (1.232, 1.965, -0.165)
H (-2.714, 0.381, -1.203)
H (-1.281, -1.651, 0.789)
H (-1.778, -1.853, -0.930)
H (-0.161, -0.005, -1.462)
H (0.422, 2.218, 1.397)

=====

## b
ORCA calculation (wB97M-V/def2-TZVPD) on 2 unconnected molecules or ions with the total composition C4H10N3O.

Calculated values
* HOMO: -12.4 eV
* Kohn-Sham gap: 7.864 eV
* spin multiplicity: 1
* E_LUMO: -4.6 eV
* total charge: +1

Geometry (Å):
O (2.334, 2.559, -0.140)
N (2.481, 1.245, -0.392)
N (1.816, -1.012, 0.084)
N (-0.978, -1.797, 0.263)
C (2.082, 0.137, -0.111)
C (-0.972, 0.158, -1.181)
C (-0.999, -0.481, 0.134)
C (-1.587, 0.277, 1.286)
H (2.138, -1.928, 0.166)
H (-0.874, -2.309, 1.082)
H (-0.527, -2.327, -0.485)
H (-1.953, 0.391, -1.433)
H (-0.908, 1.005, 1.656)
H (-0.469, 1.106, -1.164)
H (-2.411, 0.823, 0.795)
H (-0.343, -0.391, -1.904)
H (-1.943, -0.384, 2.088)
H (3.113, 2.929, -0.744)

=====

What should be chosen as the most stable of them? Choose a.